[1]
DFT (ωB97M-V with the def2-TZVPD basis set) results for a 2-piece molecular cluster, C4H8N3O2P overall at a distorted geometry.

Last column: Löwdin charge in e.
Geometry (Å):
C -0.503 0.047 -0.261  -0.1032
C -3.200 -0.276 -0.119  -0.0745
C 0.394 1.289 0.046  -0.1460
C 1.635 -0.608 0.538  -0.1772
N 0.271 -0.943 -0.003  -0.0036
N -3.925 -0.118 0.784  0.2271
N 1.822 0.748 0.055  -0.0394
O -3.763 -2.019 -1.979  -0.3678
O -1.856 -2.520 -0.367  -0.3574
P -2.535 -1.594 -1.280  0.2836
H 0.167 2.061 -0.615  0.0759
H 0.301 1.728 0.989  0.0831
H 1.534 -0.731 1.556  0.0846
H 2.413 -1.339 0.115  0.1475
H -4.692 -0.230 1.487  0.1575
H 2.315 0.633 -0.801  0.0823
H -0.012 -1.900 -0.119  0.0879
H -1.635 -0.756 -2.084  0.0395

Atomic forces in eV per Å
C 0.46 1.48 1.27
C -1.38 -0.11 2.14
C 1.49 -2.88 -1.12
C 0.40 -0.68 -3.59
N 0.99 0.06 0.07
N -0.22 -0.06 -0.03
N -0.63 -0.13 1.54
O -0.05 0.56 -0.08
O 0.79 -0.22 0.74
P 0.03 -0.23 -2.77
H 0.24 1.20 -1.53
H -0.83 0.27 1.85
H 0.22 0.08 2.48
H -1.07 1.14 0.71
H 1.41 0.38 -1.29
H -0.20 0.61 -1.07
H -0.67 -0.50 0.06
H -0.96 -0.98 0.63

## Properties
ΔE to the lowest compared entry with this formula, charge and spin in kcal/mol: 65.93

[2]
DFT (ωB97M-V with the def2-TZVPD basis set) results for C18H34AuBN7O3PS2 as an isolated structure at a distorted geometry.

Last column: Löwdin charge in e.
Geometry (Å):
Au -0.441 1.274 0.547  0.7354
C 1.221 -2.642 2.831  -0.0069
N 0.297 -2.645 1.702  -0.0982
C 0.201 -3.659 0.788  -0.0028
C -0.851 -3.360 -0.016  -0.0242
N -1.398 -2.177 0.400  0.0167
B -2.778 -1.615 -0.140  -0.3928
N -2.596 -1.147 -1.633  0.0086
C -2.661 -1.988 -2.707  -0.0321
C -2.496 -1.253 -3.840  -0.0012
N -2.325 0.041 -3.443  -0.1122
C -2.171 1.187 -4.335  -0.0031
C -2.409 0.104 -2.092  -0.7035
S -2.362 1.574 -1.220  0.7717
C -0.687 -1.750 1.455  -0.6642
S -0.948 -0.316 2.380  0.7587
H 2.192 -2.996 2.492  0.0942
H 0.849 -3.298 3.616  0.1131
H 1.305 -1.632 3.216  0.0545
H 0.857 -4.512 0.809  0.1417
H -1.267 -3.925 -0.831  0.1326
H -3.111 -0.686 0.522  0.0348
H -3.547 -2.533 -0.162  0.0932
H -2.851 -3.041 -2.601  0.1331
H -2.513 -1.547 -4.875  0.1406
H -1.999 0.815 -5.341  0.1035
H -1.324 1.789 -4.012  0.0830
H -3.070 1.798 -4.320  0.1040
C -0.074 3.129 3.822  -0.0457
O -0.616 3.682 2.595  -0.2464
P -1.604 2.896 1.674  0.4547
O -2.223 3.965 0.723  -0.2907
C -1.429 4.810 -0.153  -0.0571
O -2.754 2.440 2.609  -0.2628
C -3.982 1.802 2.142  -0.0356
H 0.715 3.804 4.133  0.1034
H 0.330 2.131 3.644  0.0534
H -0.860 3.087 4.572  0.1032
H -2.140 5.368 -0.750  0.1052
H -0.800 4.195 -0.797  0.0654
H -0.824 5.484 0.448  0.0985
H -4.529 1.534 3.039  0.1066
H -3.737 0.915 1.565  0.0345
H -4.547 2.516 1.550  0.1018
C 4.774 -0.355 0.967  -0.1371
C 3.691 -0.065 1.982  -0.1564
N 2.412 0.113 1.295  0.0742
C 2.129 -0.253 0.025  -0.3622
N 0.965 0.127 -0.512  -0.0912
C 0.660 -0.253 -1.895  -0.2295
C 1.912 -0.476 -2.716  -0.1372
C 2.791 -1.467 -1.992  -0.1255
N 3.040 -0.988 -0.635  -0.0214
C 4.272 -1.428 0.025  -0.1204
H 5.679 -0.688 1.471  0.1323
H 5.016 0.545 0.399  0.1318
H 3.908 0.844 2.540  0.1311
H 3.619 -0.886 2.700  0.1109
H 1.695 0.638 1.766  0.0622
H 0.072 0.550 -2.334  0.0741
H 0.046 -1.160 -1.902  0.1077
H 2.451 0.464 -2.846  0.1321
H 1.651 -0.853 -3.704  0.1293
H 3.755 -1.570 -2.487  0.1316
H 2.325 -2.458 -1.963  0.1342
H 5.002 -1.633 -0.755  0.1311
H 4.096 -2.367 0.563  0.1316

Atomic forces in eV per Å
Au -0.91 -0.53 -0.45
C -0.01 0.00 0.02
N 0.00 0.00 0.03
C 0.01 0.01 0.00
C 0.01 0.00 -0.02
N -0.02 -0.06 0.13
B -0.04 0.03 -0.24
N -0.06 0.10 0.22
C 0.02 -0.05 -0.14
C 0.00 -0.13 0.02
N -0.06 0.25 0.04
C 0.00 -0.03 0.02
C 0.15 -0.45 -0.18
S 0.54 0.53 0.42
C 0.11 0.03 -0.10
S 0.30 0.39 0.12
H 0.00 0.00 0.00
H 0.00 -0.01 0.00
H 0.00 0.00 0.00
H -0.01 0.00 0.00
H -0.01 0.00 0.00
H 0.01 -0.02 0.04
H 0.01 -0.02 0.05
H -0.02 0.01 0.04
H 0.00 0.04 -0.01
H 0.00 0.01 0.00
H 0.00 0.01 -0.01
H 0.00 0.01 -0.01
C 0.02 0.01 0.06
O 0.10 -0.15 -0.12
P -0.36 0.11 0.18
O 0.16 -0.08 0.00
C 0.04 0.06 -0.04
O 0.11 -0.11 -0.15
C -0.09 -0.01 0.04
H 0.00 0.01 -0.01
H 0.00 0.01 -0.01
H -0.01 0.00 -0.01
H -0.01 -0.01 0.01
H -0.03 -0.01 -0.01
H -0.02 0.00 0.02
H 0.02 0.01 0.01
H 0.01 0.00 0.00
H 0.02 0.01 0.00
C 0.01 0.00 -0.01
C 0.00 0.01 0.02
N 0.02 0.00 -0.05
C 0.03 -0.05 0.04
N -0.01 0.07 0.06
C 0.01 -0.03 -0.03
C 0.03 0.03 0.02
C 0.01 -0.02 -0.02
N -0.05 0.03 0.00
C 0.01 0.01 0.00
H 0.00 0.00 0.00
H 0.00 0.00 0.00
H 0.00 0.00 0.00
H -0.01 0.00 0.00
H 0.00 -0.01 0.02
H 0.02 0.02 0.02
H 0.00 0.01 0.00
H 0.00 0.00 -0.01
H -0.01 -0.01 0.00
H 0.00 -0.01 0.01
H 0.00 0.00 0.01
H 0.00 0.00 0.00
H 0.00 0.00 -0.01

## Properties
Charge: +2

[3]
DFT (ωB97M-V with the def2-TZVPD basis set) results for C36H25AsCl3N5O7S4Tc as an isolated structure at a distorted geometry.

Last column: Mulliken spin population.
Geometry (Å):
Tc -0.472 0.900 1.409  0.6847
O -1.727 3.074 -1.536  0.0015
As -2.405 3.398 0.070  -0.0030
O -2.802 4.979 0.190  -0.0012
O -1.431 2.741 1.259  0.0031
C -4.086 2.405 -0.050  0.0032
C -5.204 3.206 -0.255  -0.0006
C -6.477 2.655 -0.248  0.0000
C -6.651 1.298 -0.018  0.0004
C -5.550 0.485 0.197  -0.0034
C -4.278 1.040 0.177  0.0001
S -2.925 -0.051 0.494  -0.0029
O -1.782 0.442 -0.317  0.0139
O -3.371 -1.377 0.135  0.0001
O -2.558 0.119 1.912  0.0024
H -0.989 3.692 -1.634  0.0000
H -5.040 4.267 -0.398  0.0000
H -7.340 3.290 -0.411  0.0001
H -7.647 0.872 -0.004  0.0001
H -5.659 -0.578 0.370  0.0001
S 1.419 1.536 0.091  -0.0175
C 2.673 2.735 0.461  0.0070
C 3.770 2.607 -0.382  0.0000
C 4.866 3.469 -0.370  -0.0048
C 5.962 3.254 -1.262  0.0016
N 6.849 3.072 -1.977  -0.0006
C 4.842 4.531 0.553  0.0045
C 3.777 4.656 1.420  -0.0020
C 2.668 3.759 1.463  0.0030
S 1.482 3.957 2.664  0.0016
C 5.915 5.491 0.608  -0.0016
N 6.767 6.265 0.657  0.0006
H 3.771 1.793 -1.098  0.0012
H 3.768 5.470 2.132  -0.0002
Cl 5.540 -1.074 -3.687  0.0000
C 4.114 -1.924 -3.181  -0.0001
C 3.061 -1.226 -2.617  -0.0004
C 1.928 -1.923 -2.236  0.0011
C 1.825 -3.306 -2.393  0.0004
C 0.545 -4.003 -1.957  0.0006
C 0.545 -4.284 -0.447  0.0004
N 0.704 -3.080 0.338  0.0022
C 1.901 -2.637 0.878  0.0065
C 1.674 -1.377 1.319  0.0044
N 0.357 -1.055 1.082  -0.0417
C -0.209 -2.104 0.529  0.0095
O -0.588 -3.208 -2.225  -0.0002
C -0.796 -2.978 -3.616  0.0001
C -2.009 -2.132 -3.790  -0.0004
C -3.254 -2.604 -4.072  -0.0001
Cl -3.694 -4.249 -4.344  0.0000
S -4.435 -1.370 -4.136  0.0000
C -3.262 -0.177 -3.761  -0.0004
C -2.029 -0.716 -3.604  0.0011
C 2.906 -3.964 -2.954  0.0004
Cl 2.886 -5.704 -3.150  0.0000
C 4.054 -3.294 -3.354  -0.0002
H 3.121 -0.155 -2.470  0.0008
H 1.093 -1.379 -1.809  0.0005
H 0.439 -4.967 -2.464  -0.0003
H 1.397 -4.922 -0.217  -0.0003
H -0.374 -4.804 -0.177  -0.0003
H 2.795 -3.235 0.846  -0.0009
H 2.340 -0.663 1.771  -0.0041
H -1.227 -2.168 0.177  -0.0010
H -0.914 -3.935 -4.135  -0.0001
H 0.074 -2.466 -4.037  0.0000
H -3.556 0.852 -3.637  0.0000
H -1.158 -0.137 -3.327  0.0000
H 4.883 -3.832 -3.790  0.0000
N 0.096 0.752 3.058  0.1455
C 0.004 0.409 4.355  -0.0505
C 0.374 1.329 5.359  0.1001
C 0.291 0.971 6.690  -0.0658
C -0.150 -0.294 7.078  0.1271
C -0.505 -1.207 6.090  -0.0610
C -0.428 -0.876 4.749  0.1044
H 0.722 2.307 5.046  0.0114
H 0.575 1.696 7.445  -0.0048
H -0.222 -0.558 8.126  0.0139
H -0.852 -2.197 6.370  -0.0046
H -0.712 -1.581 3.978  0.0154

Atomic forces in eV per Å
Tc 0.95 0.72 1.04
O 0.01 0.12 0.09
As 0.07 0.07 0.23
O 0.03 -0.19 -0.02
O -0.13 -0.02 -0.20
C 0.03 -0.17 0.15
C 0.01 -0.05 -0.04
C -0.05 0.00 0.00
C -0.08 0.03 -0.01
C 0.02 0.03 -0.07
C -0.04 0.23 -0.14
S -0.18 -0.27 0.06
O -0.06 -0.32 -0.09
O -0.02 0.07 0.00
O -0.10 -0.10 -0.17
H 0.07 -0.12 -0.08
H -0.02 0.00 0.02
H 0.01 0.00 0.00
H 0.01 -0.01 0.00
H 0.01 0.02 -0.02
S -0.15 -0.11 -0.05
C -0.03 0.05 -0.06
C 0.04 0.00 -0.06
C 0.11 -0.07 -0.12
C -0.09 0.07 0.13
N -0.04 -0.02 -0.02
C 0.09 0.14 0.03
C -0.10 -0.08 0.06
C 0.12 0.05 0.06
S 0.00 0.04 -0.08
C -0.13 -0.14 -0.02
N 0.01 0.02 0.01
H 0.01 0.01 0.00
H 0.00 -0.01 0.01
Cl -0.02 -0.01 0.03
C 0.10 -0.02 -0.07
C -0.12 0.07 0.06
C 0.03 0.06 0.00
C -0.25 0.04 0.00
C 0.08 0.15 0.12
C 0.13 0.12 -0.14
N 0.12 -0.32 0.32
C -0.02 0.04 -0.22
C -0.06 0.01 0.11
N -0.19 -0.02 0.10
C 0.14 0.15 -0.49
O -0.09 0.00 0.01
C 0.06 -0.01 0.02
C -0.05 0.01 0.15
C 0.06 -0.01 -0.05
Cl 0.00 0.03 0.00
S -0.12 0.02 0.03
C 0.00 0.01 0.05
C 0.04 -0.02 0.04
C 0.19 -0.02 0.04
Cl -0.02 -0.01 -0.01
C -0.02 -0.10 0.01
H -0.05 -0.02 0.03
H 0.02 0.03 0.05
H 0.11 -0.05 -0.08
H -0.06 -0.14 0.00
H -0.05 0.07 0.02
H -0.04 -0.02 0.01
H -0.02 -0.01 0.02
H 0.01 -0.02 0.05
H 0.00 -0.06 -0.01
H 0.00 0.00 -0.05
H 0.02 0.04 0.01
H -0.03 0.01 0.04
H -0.01 -0.01 0.01
N -0.38 -0.13 -0.76
C 0.10 0.06 -0.03
C 0.05 0.09 0.05
C 0.01 0.01 0.00
C -0.02 0.00 -0.07
C 0.03 0.00 0.02
C -0.06 -0.03 -0.06
H -0.01 -0.04 0.02
H 0.00 0.00 0.00
H 0.01 0.00 0.00
H 0.00 0.01 -0.01
H -0.02 0.01 0.02

## Properties
Multiplicity: 2
Charge: -2
Expectation value of S²: 0.771
ΔE to the lowest compared entry with this formula, charge and spin in kcal/mol: 19.55

[4]
DFT (ωB97M-V with the def2-TZVPD basis set) results for C15H8CuFN2S2 as an isolated structure at a distorted geometry.

Last column: Löwdin charge in e.
Geometry (Å):
Cu 0.911 1.997 -0.180  -0.1668
S -0.277 0.316 -1.352  0.5408
C -1.757 0.527 -0.420  -0.6567
C -2.570 -0.630 -0.250  -0.1025
C -3.738 -0.448 0.488  -0.2365
C -4.645 -1.576 0.574  -0.2191
N -5.265 -2.536 0.439  0.1066
C -4.086 0.799 1.086  -0.2330
C -3.225 1.903 0.961  -0.1123
C -1.991 1.786 0.339  -0.7203
S -0.869 3.079 0.228  0.5192
C -5.227 0.923 1.962  -0.2161
N -6.188 0.915 2.642  0.0911
H -2.466 -1.619 -0.747  0.1132
H -3.590 2.851 1.369  0.1034
F 3.016 -3.513 -1.770  -0.0097
C 3.240 -2.321 -1.144  -0.2974
C 2.299 -2.001 -0.142  -0.0434
C 2.327 -0.719 0.361  -0.1299
C 3.148 0.260 -0.166  -0.3685
C 2.861 1.671 0.137  -0.2634
C 4.144 -0.146 -1.094  -0.0835
C 4.272 -1.459 -1.501  -0.0705
H 1.609 -2.766 0.217  0.1112
H 1.546 -0.523 1.101  0.1094
H 3.502 2.313 -0.513  0.0111
H 3.116 1.975 1.177  0.0184
H 4.879 0.581 -1.509  0.1041
H 5.025 -1.636 -2.291  0.1011

Atomic forces in eV per Å
Cu 1.07 -0.26 -0.31
S -0.98 -0.04 0.25
C 1.56 -0.71 0.32
C -0.92 1.30 -0.06
C -1.06 -0.03 0.82
C 0.64 0.41 -0.44
N -0.33 -0.19 0.30
C 0.20 -0.29 0.18
C -0.51 -0.20 0.22
C -0.55 -1.37 -1.64
S -0.90 1.11 0.65
C -1.96 -0.64 0.74
N 2.17 0.27 -1.39
H 0.51 1.14 0.31
H 0.51 -0.28 0.02
F 0.70 -0.44 -0.23
C -0.68 0.06 0.98
C 1.54 -0.41 -0.80
C -0.94 -1.24 0.61
C 0.77 0.80 -0.49
C 0.98 1.11 -0.08
C 0.27 0.91 0.87
C -0.71 -0.34 -1.36
H 0.07 0.33 -0.30
H 0.39 0.53 -0.24
H -0.23 -0.24 0.34
H -0.25 -0.36 -0.32
H -0.76 -0.40 0.54
H -0.60 -0.50 0.53

## Properties
Charge: -2

[5]
DFT (ωB97M-V with the def2-TZVPD basis set) results for the molecule C17H11ClN4 at a distorted geometry.

Last column: Löwdin charge in e.
Geometry (Å):
Cl 3.068 1.936 2.785  0.6711
C 3.187 1.259 1.159  -0.6329
N 4.338 1.029 0.457  0.0304
N 4.020 0.495 -0.685  0.0561
N 2.673 0.314 -0.725  -0.0245
C 2.005 -0.391 -1.748  -0.1565
C 0.646 -0.153 -2.177  0.0016
C 0.067 -0.978 -3.157  -0.1233
N 0.704 -2.046 -3.702  0.0556
C 1.992 -2.233 -3.341  -0.1310
C 2.675 -1.429 -2.423  -0.0010
C 2.117 0.844 0.403  -0.1845
C 0.695 0.921 0.840  -0.1693
C 0.135 2.106 1.368  -0.0505
C -1.196 2.169 1.723  -0.0135
C -2.016 1.021 1.629  -0.1679
C -3.404 1.006 1.980  -0.0213
C -4.187 -0.146 1.887  -0.0687
C -3.561 -1.306 1.404  -0.0880
C -2.252 -1.308 0.994  -0.0397
C -1.457 -0.165 1.106  -0.1811
C -0.093 -0.249 0.774  0.0240
H 0.037 0.626 -1.745  0.1044
H -0.951 -0.737 -3.437  0.1042
H 2.474 -3.044 -3.817  0.0916
H 3.713 -1.697 -2.148  0.1168
H 0.784 2.960 1.453  0.0954
H -1.606 3.122 2.126  0.1283
H -3.846 1.910 2.452  0.1189
H -5.215 -0.201 2.221  0.1021
H -4.115 -2.224 1.286  0.1007
H -1.786 -2.234 0.615  0.1249
H 0.355 -1.178 0.441  0.1275

Atomic forces in eV per Å
Cl 0.52 -0.54 -1.34
C 0.13 0.10 -0.10
N -0.71 0.13 -0.20
N 0.08 -0.47 0.43
N -0.42 1.02 0.91
C -1.23 -1.07 -2.17
C 1.45 -0.40 0.15
C 1.60 -0.32 0.84
N 0.17 0.99 0.44
C -1.53 1.54 0.40
C 0.32 -0.11 0.79
C -0.63 0.42 1.29
C -0.57 -2.22 -0.43
C -0.42 -0.09 -0.33
C 0.42 0.69 0.48
C -0.84 0.14 -0.32
C -0.86 0.00 0.80
C 1.44 0.99 0.10
C 0.24 -0.53 -0.69
C -0.54 -1.04 0.12
C 0.48 -0.34 0.26
C 1.05 2.15 0.02
H 0.13 0.14 0.01
H 0.00 -0.38 -0.26
H 0.53 -0.75 -0.32
H -0.73 0.36 -0.23
H -0.05 0.31 0.03
H 0.28 -0.87 -0.35
H 0.40 -0.59 -0.57
H 0.05 0.28 -0.05
H -0.21 -0.07 0.14
H -0.35 0.53 0.20
H -0.20 0.00 -0.03

## Properties
ΔE to the lowest compared entry with this formula, charge and spin in kcal/mol: 1.75

Number 1: energy -22128.4378 eV. Number 2: energy -71109.2806 eV. Number 3: energy -203469.3691 eV. Number 4: energy -87693.1676 eV. Number 5: energy -36289.2113 eV.